Record 1
C12H23N2O2P2PdS | ωB97M-V/def2-TZVPD

The value obtained for the HOMO-LUMO gap (spin up / spin down) is 0.3190 / 0.1817 Eh. As for the multiplicity: 5. The net charge is +3. The energy above the lowest of the compared OMol25 structures with the same formula, charge and spin comes out at 0.00 kJ/mol. For the total energy, the calculation gives -1938.6515 hartree.

XYZ file:
```
43
C12H23N2O2P2PdS, DFT ωB97M-V/def2-TZVPD
Pd -0.399 -0.855 0.402
P -1.423 -0.982 -1.619
C -0.199 -0.063 -2.634
C 0.075 1.281 -2.018
N 0.092 1.288 -0.689
C 0.271 2.421 -0.018
C 0.621 3.602 -0.689
C 0.672 3.616 -2.095
C 0.380 2.418 -2.776
C 0.142 2.383 1.485
P 0.218 0.632 2.035
H 0.379 2.304 -3.867
H 0.822 4.468 -0.058
H 0.973 4.531 -2.652
H 0.962 2.935 1.944
H -0.794 2.846 1.815
H 0.752 -0.708 -2.649
H -0.589 -0.004 -3.677
H 3.428 -2.679 0.086
O 3.289 -1.955 -0.586
H 3.757 -2.376 -1.398
H 2.092 -2.826 2.486
O 3.067 -2.834 2.319
H 3.442 -3.033 3.202
C 2.035 0.365 2.282
H 2.455 1.149 2.942
H 2.245 -0.646 2.676
H 2.526 0.365 1.294
C -0.535 0.602 3.724
H -0.458 -0.411 4.160
H -0.041 1.345 4.387
H -1.617 0.807 3.633
C -3.133 -0.380 -1.991
H -3.283 -0.450 -3.087
H -3.865 -1.006 -1.448
H -3.265 0.657 -1.642
C -1.389 -2.663 -2.343
H -2.048 -3.324 -1.748
H -1.744 -2.566 -3.389
H -0.358 -3.052 -2.276
S -4.443 -3.019 1.922
C -3.085 -2.334 1.422
N -2.029 -1.847 1.134
```

Results of the natural (NBO) charge analysis, in e, for atoms 1 through 4:
1. Pd 0.843
2. P 1.127
3. C -0.777
4. C 0.189

Record 2
C18H58O11 | ωB97M-V/def2-TZVPD

The value obtained for the HOMO-LUMO gap is 0.3750 Eh. The SMILES is CC(C)O.CC(C)O.CC(C)O.CC(C)O.CC(C)O.CO.CO.CO.O.O.O. The energy above the lowest of the compared OMol25 structures with the same formula, charge and spin comes out at 394.82 kJ/mol. For the total energy, the calculation gives -1548.0829 hartree.

XYZ file:
```
87
C18H58O11, DFT ωB97M-V/def2-TZVPD
C -3.950 1.672 -5.341
C -3.672 0.187 -5.092
C -4.848 -0.691 -5.410
O -2.663 -0.195 -6.002
H -3.017 2.233 -5.394
H -4.612 2.050 -4.561
H -4.541 1.765 -6.252
H -3.285 0.034 -4.085
H -5.647 -0.389 -4.732
H -4.766 -1.762 -5.223
H -5.275 -0.608 -6.410
H -2.393 -1.097 -5.814
C 1.694 6.540 2.883
C 2.137 5.844 4.208
C 2.888 6.721 5.178
O 1.013 5.371 4.938
H 1.198 5.803 2.252
H 2.533 6.974 2.339
H 1.007 7.367 3.061
H 2.810 5.007 4.020
H 2.289 7.591 5.448
H 3.715 7.142 4.607
H 3.264 6.248 6.086
H 1.230 4.598 5.464
C 2.913 -0.864 -4.116
C 3.154 0.529 -4.735
C 3.339 0.449 -6.287
O 2.084 1.390 -4.549
H 2.987 -0.918 -3.030
H 3.580 -1.645 -4.481
H 1.894 -1.164 -4.363
H 4.040 0.955 -4.263
H 2.404 0.168 -6.773
H 4.114 -0.317 -6.324
H 3.778 1.365 -6.684
H 1.422 1.216 -5.222
C -0.847 0.132 0.303
C -0.168 0.717 1.563
C 1.341 0.868 1.266
O -0.685 1.950 1.853
H -1.909 -0.055 0.466
H -0.361 -0.729 -0.155
H -0.630 0.961 -0.370
H -0.299 0.132 2.473
H 1.473 1.425 0.339
H 1.790 -0.097 1.030
H 1.833 1.329 2.122
H -0.143 2.288 2.570
C -3.816 -3.576 3.139
C -4.527 -4.709 2.466
C -5.198 -4.157 1.129
O -3.659 -5.792 2.230
H -2.982 -3.281 2.502
H -3.355 -3.912 4.068
H -4.434 -2.715 3.394
H -5.377 -5.004 3.082
H -5.537 -4.964 0.480
H -4.425 -3.569 0.633
H -5.988 -3.415 1.247
H -4.091 -6.644 2.327
C 1.969 -3.287 4.499
O 1.658 -2.657 5.724
H 2.059 -4.371 4.569
H 1.377 -3.019 3.624
H 2.957 -2.918 4.222
H 0.960 -3.131 6.182
C 7.112 -3.507 0.915
O 7.407 -4.682 1.644
H 7.999 -2.873 0.921
H 6.803 -3.712 -0.110
H 6.355 -2.855 1.352
H 6.594 -5.190 1.680
C 0.840 -5.718 -0.578
O 0.597 -6.725 0.331
H 0.335 -5.903 -1.526
H 0.413 -4.788 -0.202
H 1.893 -5.573 -0.820
H -0.312 -6.541 0.576
O -4.326 3.741 3.319
H -4.273 4.561 2.829
H -3.423 3.429 3.364
O 0.892 5.084 -2.372
H -0.027 4.840 -2.256
H 1.260 4.382 -2.910
O -2.658 4.852 -0.545
H -2.182 4.306 0.080
H -3.107 5.501 -0.004
```

Results of the Mulliken charge analysis, in e, for atoms 1 through 4:
1. C -1.287
2. C 0.600
3. C -1.265
4. O -0.577

Record 3
C52H115O | ωB97M-V/def2-TZVPD

The value obtained for the HOMO-LUMO gap is 0.1260 Eh. The net charge is -1. For the total energy, the calculation gives -2125.4714 hartree.

XYZ file:
```
168
C52H115O, DFT ωB97M-V/def2-TZVPD
C -1.839 2.153 1.329
C -1.305 3.494 1.866
C 0.197 3.514 2.193
C 0.525 3.099 3.629
C -0.070 1.743 4.005
C 0.557 1.081 5.229
C -0.098 -0.285 5.526
C 0.864 -1.480 5.652
C 0.706 -2.536 4.552
C 0.929 -2.046 3.111
C 0.460 -3.071 2.056
C 0.036 -2.488 0.684
C -1.385 -2.822 0.193
C -2.526 -2.046 0.876
C -3.163 -2.700 2.120
C -3.322 -1.777 3.342
C -4.738 -1.294 3.577
O -4.699 -0.515 4.814
C -5.145 -0.360 2.436
C -6.396 -0.752 1.643
C -6.654 0.150 0.432
C -6.970 1.612 0.808
C -5.780 2.585 0.687
H -2.533 2.299 0.498
H -1.018 1.518 0.980
H -2.366 1.582 2.098
H -1.859 3.767 2.772
H -1.521 4.284 1.139
H 0.586 4.525 2.028
H 0.735 2.854 1.499
H 0.152 3.874 4.311
H 1.615 3.057 3.750
H 0.033 1.063 3.149
H -1.149 1.846 4.173
H 1.635 0.946 5.064
H 0.447 1.743 6.097
H -0.702 -0.217 6.434
H -0.815 -0.491 4.732
H 0.679 -1.979 6.611
H 1.910 -1.148 5.698
H -0.283 -3.004 4.601
H 1.440 -3.335 4.740
H 0.435 -1.085 2.934
H 2.005 -1.884 2.969
H 1.299 -3.751 1.861
H -0.333 -3.692 2.480
H 0.742 -2.862 -0.067
H 0.154 -1.396 0.683
H -1.553 -3.903 0.292
H -1.416 -2.602 -0.882
H -2.152 -1.048 1.138
H -3.313 -1.877 0.131
H -2.602 -3.604 2.388
H -4.169 -3.050 1.863
H -2.972 -2.279 4.252
H -2.634 -0.898 3.193
H -4.131 0.270 4.663
H -5.320 0.640 2.873
H -4.323 -0.225 1.700
H -7.261 -0.732 2.318
H -6.291 -1.792 1.316
H -7.478 -0.260 -0.164
H -5.757 0.133 -0.202
H -7.339 1.628 1.839
H -7.793 1.979 0.185
H -6.074 3.524 0.206
H -4.974 2.149 0.091
H -5.361 2.838 1.664
C 4.630 -4.750 4.840
C 4.856 -3.380 5.472
C 4.825 -2.236 4.461
C 5.905 -2.294 3.380
C 7.339 -2.325 3.908
C 7.712 -1.093 4.726
H 5.415 -4.998 4.122
H 4.617 -5.535 5.597
H 3.674 -4.778 4.312
H 5.805 -3.378 6.017
H 4.078 -3.199 6.218
H 4.897 -1.285 4.997
H 3.845 -2.228 3.977
H 5.786 -1.424 2.726
H 5.743 -3.170 2.745
H 8.022 -2.411 3.058
H 7.494 -3.224 4.512
H 7.587 -0.182 4.136
H 8.752 -1.138 5.056
H 7.089 -0.998 5.617
C 3.729 5.164 -7.160
C 2.455 4.350 -7.354
C 1.356 4.688 -6.347
C 1.724 4.437 -4.883
C 2.155 3.005 -4.566
C 1.073 1.968 -4.847
H 4.181 4.978 -6.185
H 4.474 4.917 -7.919
H 3.521 6.234 -7.232
H 2.692 3.283 -7.301
H 2.068 4.522 -8.362
H 0.457 4.119 -6.601
H 1.085 5.742 -6.460
H 0.858 4.692 -4.263
H 2.520 5.123 -4.583
H 2.441 2.950 -3.513
H 3.055 2.756 -5.137
H 0.179 2.168 -4.252
H 1.416 0.963 -4.602
H 0.781 1.967 -5.898
C 4.683 4.852 9.171
C 4.458 3.956 7.957
C 2.993 3.590 7.731
C 2.341 2.810 8.875
C 3.046 1.505 9.246
C 3.110 0.516 8.088
H 4.375 4.360 10.095
H 5.736 5.117 9.276
H 4.111 5.778 9.081
H 5.058 3.047 8.060
H 4.832 4.464 7.063
H 2.908 3.015 6.805
H 2.418 4.507 7.565
H 1.310 2.583 8.587
H 2.272 3.445 9.763
H 2.509 1.050 10.082
H 4.057 1.712 9.611
H 2.106 0.292 7.721
H 3.575 -0.424 8.388
H 3.686 0.916 7.251
C -0.887 -0.968 -6.025
C -1.646 -1.410 -4.777
C -1.245 -2.802 -4.284
C -1.470 -3.922 -5.305
C -2.904 -4.037 -5.817
C -3.922 -4.375 -4.733
H -1.065 -1.653 -6.856
H -1.192 0.029 -6.348
H 0.189 -0.946 -5.839
H -2.720 -1.390 -4.985
H -1.483 -0.689 -3.973
H -1.790 -3.034 -3.366
H -0.186 -2.793 -4.007
H -1.172 -4.875 -4.855
H -0.803 -3.774 -6.159
H -2.936 -4.809 -6.592
H -3.190 -3.105 -6.313
H -3.673 -5.321 -4.247
H -4.925 -4.467 -5.151
H -3.960 -3.606 -3.960
C -2.483 1.349 -11.410
C -2.045 0.610 -10.151
C -1.216 -0.642 -10.435
C -1.934 -1.720 -11.250
C -3.246 -2.213 -10.641
C -3.071 -2.822 -9.255
H -3.126 0.731 -12.039
H -3.041 2.253 -11.161
H -1.618 1.645 -12.008
H -2.926 0.346 -9.557
H -1.453 1.283 -9.526
H -0.881 -1.065 -9.484
H -0.306 -0.350 -10.970
H -1.255 -2.572 -11.364
H -2.126 -1.352 -12.262
H -3.689 -2.954 -11.313
H -3.964 -1.389 -10.586
H -2.372 -3.663 -9.282
H -4.017 -3.188 -8.854
H -2.680 -2.089 -8.547
```

Results of the Mulliken charge analysis, in e, for atoms 1 through 4:
1. C -0.518
2. C -0.821
3. C -0.909
4. C -0.844

Record 4
C54H48BrN4O6ReS | ωB97M-V/def2-TZVPD

The value obtained for the HOMO-LUMO gap (spin up / spin down) is 0.2402 / 0.2420 Eh. As for the multiplicity: 2. The net charge is +1. The energy above the lowest of the compared OMol25 structures with the same formula, charge and spin comes out at 156.16 kJ/mol. For the total energy, the calculation gives -5807.2807 hartree.

XYZ file:
```
115
C54H48BrN4O6ReS, DFT ωB97M-V/def2-TZVPD
Re 0.698 -1.404 -0.099
O 5.949 -1.212 1.096
C 5.680 -0.940 -0.224
C 6.559 -0.243 -1.036
C 6.213 0.011 -2.356
C 5.003 -0.437 -2.862
C 4.134 -1.140 -2.040
C 4.458 -1.390 -0.716
C 3.501 -2.068 0.231
O 2.297 -2.384 -0.416
N 3.166 -1.122 1.337
N 1.858 -1.395 1.687
C 1.514 -1.697 2.878
C 0.235 -2.293 3.174
Br -0.766 -2.717 1.592
C -0.078 -2.757 4.389
C -1.164 -3.572 4.911
C -2.383 -3.806 4.267
C -3.339 -4.613 4.859
C -3.102 -5.198 6.095
C -1.905 -4.959 6.754
C -0.950 -4.147 6.170
H 6.848 -0.939 1.305
H 7.507 0.103 -0.636
H 6.898 0.562 -2.988
H 4.728 -0.236 -3.889
H 3.186 -1.485 -2.427
H 3.917 -2.994 0.645
H 3.812 -1.233 2.112
H 2.236 -1.636 3.688
H 0.668 -2.495 5.136
H -2.626 -3.328 3.329
H -4.281 -4.782 4.352
H -3.857 -5.826 6.550
H -1.716 -5.401 7.724
H -0.019 -3.954 6.691
C -2.757 4.139 -2.022
C -1.849 3.064 -2.567
C -1.449 3.298 -4.013
O -0.663 2.990 -1.760
C -0.412 1.648 -1.367
C -1.457 0.862 -2.177
O -2.480 1.811 -2.409
C -2.040 -0.420 -1.531
O -0.924 -1.104 -0.967
C -3.058 -0.252 -0.405
C -3.374 0.955 0.202
C -4.358 1.015 1.183
C -5.014 -0.133 1.593
C -4.670 -1.356 1.027
C -3.710 -1.410 0.031
C -2.636 -1.260 -2.660
C -2.022 -2.410 -3.133
C -2.575 -3.109 -4.200
C -3.740 -2.661 -4.802
C -4.358 -1.511 -4.327
C -3.812 -0.816 -3.260
C 1.103 1.312 -1.623
O 1.370 0.091 -0.926
C 2.036 2.368 -1.000
C 1.972 3.730 -1.315
C 2.851 4.638 -0.743
C 3.828 4.215 0.148
C 3.919 2.864 0.445
C 3.038 1.955 -0.126
C 1.455 1.050 -3.095
C 1.263 -0.221 -3.638
C 1.564 -0.490 -4.963
C 2.069 0.512 -5.780
C 2.274 1.775 -5.252
C 1.976 2.040 -3.921
H -2.320 5.124 -2.189
H -2.904 3.999 -0.952
H -3.723 4.097 -2.527
H -0.877 4.223 -4.096
H -2.336 3.375 -4.642
H -0.829 2.474 -4.369
H -0.591 1.533 -0.291
H -1.030 0.561 -3.133
H -2.868 1.861 -0.091
H -4.599 1.970 1.635
H -5.789 -0.079 2.348
H -5.177 -2.263 1.336
H -3.481 -2.358 -0.443
H -1.114 -2.775 -2.669
H -2.091 -4.009 -4.557
H -4.167 -3.206 -5.633
H -5.272 -1.157 -4.787
H -4.301 0.075 -2.886
H 1.225 4.098 -1.999
H 2.769 5.687 -1.002
H 4.517 4.926 0.587
H 4.685 2.503 1.121
H 3.146 0.912 0.125
H 0.867 -1.021 -3.026
H 1.397 -1.485 -5.356
H 2.305 0.306 -6.817
H 2.677 2.566 -5.873
H 2.175 3.027 -3.536
N 0.482 3.512 1.499
C 0.171 2.577 2.414
N -0.810 1.741 2.283
C -0.978 1.011 3.447
C -2.003 0.093 3.677
C -2.107 -0.499 4.920
C -1.181 -0.226 5.930
C -0.138 0.660 5.710
C -0.051 1.277 4.470
S 1.067 2.501 3.928
H -0.033 3.508 0.633
H 1.398 3.929 1.473
H -2.718 -0.108 2.889
H -2.919 -1.188 5.119
H -1.287 -0.696 6.900
H 0.567 0.889 6.500
```

Results of the Mulliken charge analysis, in e, for atoms 1 through 4:
1. Re 1.824
2. O -0.583
3. C 1.070
4. C -0.803